No. 1
Below is C70H60N4O2S2SbSnTe as an isolated structure in a non-equilibrium geometry, with properties calculated with ωB97M-V with the def2-TZVPD basis set.

CARTESIAN COORDINATES (ANGSTROEM)
Te 5.54 -0.83 -1.52
Sb 0.06 -1.45 -3.02
Sn 0.03 -0.11 0.19
S 2.22 1.77 5.38
S -5.15 -2.14 -2.23
O 0.88 1.73 0.92
O -0.24 4.02 0.70
N -2.20 -1.31 0.85
N 3.00 0.01 -0.17
N -1.43 1.65 -0.55
N -0.41 -0.40 2.68
C -0.29 -1.44 5.25
C -2.06 -3.07 4.62
C 0.38 5.74 2.15
C -0.52 7.96 1.93
C -5.75 -4.25 -0.89
C -6.54 -4.28 -2.06
C 3.06 -0.88 2.01
C -3.77 -1.10 -5.19
C 7.18 -0.46 3.09
C -1.79 -1.86 -4.06
C 2.30 -0.30 -6.74
C -1.21 -1.42 3.02
C 4.20 2.27 2.21
C 6.94 0.47 0.90
C 3.32 1.63 6.68
C 2.55 -2.10 1.56
C -2.90 -3.57 3.68
C 3.51 -0.78 3.32
C 7.38 0.58 2.20
C 3.14 1.63 1.61
C 1.48 -1.01 -4.61
C -1.19 -1.98 4.32
C 2.78 -0.93 -4.11
C 2.91 -3.08 3.71
C -2.14 -1.90 2.05
C 1.05 -5.01 -0.76
C 3.58 -0.19 -6.23
C 1.91 2.32 1.42
C -2.18 -3.17 -4.31
C 0.33 7.21 4.04
C 0.52 -0.37 4.89
C 3.16 0.48 7.38
C 6.54 -1.62 2.67
C 0.39 0.11 3.57
C 4.12 3.60 2.62
C -0.22 6.74 1.37
C 4.65 1.15 -1.50
C 6.10 -1.72 1.36
C 3.44 -1.88 4.16
C 1.83 3.69 1.80
C 2.95 4.30 2.37
C -4.93 -3.15 -0.83
C -2.98 -2.99 2.38
C 2.45 -3.19 2.41
C 3.13 0.26 1.08
C -3.99 -2.79 0.20
C 3.83 -0.54 -4.92
C 0.56 -3.81 -1.25
C -3.89 -3.44 1.42
C 1.24 -0.72 -5.95
C -6.32 -3.21 -2.87
C -0.24 8.20 3.26
C 1.70 -5.87 -1.63
C -3.09 -1.72 -0.02
C -2.61 -0.81 -4.48
C 6.28 -0.67 0.47
C -3.34 -3.45 -5.02
C 5.27 4.25 3.32
C 0.60 4.43 1.49
C 2.13 -0.33 6.86
C 1.46 -4.08 -4.94
C -2.27 0.62 -4.19
C 0.65 5.98 3.49
C 0.69 -3.47 -2.59
C 3.17 1.05 -1.15
C 1.31 -4.35 -3.47
C -4.13 -2.41 -5.47
C 1.82 -5.55 -2.96
C 1.52 0.22 5.76
C -0.11 -0.87 -6.60
H 6.39 -2.44 3.35
H -0.49 9.16 3.70
H 1.89 -1.29 7.27
H 2.32 -3.43 -5.12
H 4.03 2.42 6.86
H 2.60 0.75 -2.04
H 2.12 -0.05 -7.77
H 0.99 0.95 3.25
H -7.23 -5.07 -2.30
H 0.93 -5.27 0.28
H 4.84 -0.50 -4.52
H -5.02 -2.61 -6.05
H 4.78 1.63 -2.46
H -0.61 -1.77 -6.27
H 0.06 -3.13 -0.57
H 2.80 2.03 -0.81
H -2.05 -3.48 5.61
H -3.11 -1.20 -0.97
H 7.12 1.28 0.21
H -0.44 6.53 0.34
H -3.62 -4.47 -5.21
H -0.98 8.73 1.32
H -4.39 -0.28 -5.54
H 5.08 5.32 3.45
H -2.61 1.27 -4.99
H 5.41 3.80 4.30
H -5.79 -5.03 -0.15
H 0.01 -0.92 -7.68
H -0.91 2.41 -0.07
H -1.55 -3.98 -3.96
H 0.58 -3.59 -5.35
H 2.91 5.35 2.61
H 2.32 -6.23 -3.63
H -0.75 -0.02 -6.37
H 3.94 0.14 3.69
H 2.05 -4.12 2.05
H 5.60 -2.63 1.03
H -2.39 1.72 -0.22
H 2.11 -6.80 -1.26
H 5.14 1.74 2.33
H 7.89 1.47 2.52
H -1.42 1.87 -1.54
H 6.19 4.13 2.75
H 2.87 -3.93 4.37
H 0.53 7.40 5.09
H -4.53 -4.28 1.65
H 2.98 -1.21 -3.08
H 1.62 -5.01 -5.48
H -0.25 -1.85 6.25
H 4.38 0.16 -6.87
H 1.07 5.20 4.11
H 7.52 -0.38 4.11
H -1.20 0.76 -4.06
H 5.17 1.72 -0.74
H 3.81 -1.82 5.17
H -6.78 -2.97 -3.81
H -3.56 -4.40 3.91
H 3.76 0.22 8.24
H -2.78 0.94 -3.27
H 2.26 -2.19 0.52

Properties
Total charge: +1
Relative energy (zero: lowest compared OMol25 entry of this formula, charge and spin) in eV: 0.589
HOMO level in eV: -9.180
HOMO-LUMO gap in eV: 6.147
Total energy in a.u.: -4591.77954

=====

No. 2
Below is a 4-piece molecular cluster, C35H66O11SSi overall, with properties calculated with ωB97M-V with the def2-TZVPD basis set.

CARTESIAN COORDINATES (ANGSTROEM)
S -7.03 -1.23 3.20
Si 2.45 -2.27 2.24
O 8.96 1.58 2.97
O 0.28 7.71 -5.30
O -5.64 -1.75 -0.19
O 1.34 5.88 -4.50
O 9.17 3.30 1.70
O -5.48 1.68 -7.60
O -0.81 5.99 -4.32
O 10.81 2.84 3.18
O -3.79 1.67 -6.26
O -5.32 3.32 -6.06
O -2.45 -0.41 -1.29
C 5.67 -0.06 3.65
C 9.75 2.61 2.67
C -6.89 -2.34 1.76
C 4.64 -0.58 2.87
C 2.96 -2.32 0.44
C 9.47 0.71 3.99
C -5.48 -1.48 4.07
C 5.15 -1.65 5.37
C -3.08 2.21 -5.13
C 5.92 -0.59 4.91
C -4.89 2.33 -6.59
C 9.93 4.43 1.22
C 1.01 -4.77 1.92
C -2.23 -6.08 2.63
C -4.33 -0.51 3.74
C 11.01 4.00 0.25
C -1.53 -0.78 -2.29
C 1.07 -1.00 2.43
C -1.27 -4.98 3.07
C 0.27 6.64 -4.75
C -3.61 -5.61 2.11
C -6.71 2.25 -8.04
C -3.32 -1.43 -0.85
C 4.14 -2.17 4.58
C -3.69 1.76 -3.82
C -2.07 6.64 -4.58
C -3.70 -4.16 1.64
C 3.86 -1.65 3.32
C -5.52 -2.42 1.08
C 1.88 -3.95 2.89
C 2.58 6.45 -4.94
C -4.64 -0.79 -0.45
C -2.53 6.42 -6.00
C -5.01 -3.86 0.89
C -0.46 -4.34 1.92
H 4.45 -0.15 1.89
H 6.71 -0.19 5.53
H -0.57 -5.39 3.80
H 1.07 -5.83 2.20
H 9.19 5.06 0.73
H 11.50 4.88 -0.17
H -4.51 -0.13 0.42
H -4.36 -5.77 2.89
H -0.52 -3.26 1.99
H 2.75 -4.54 3.19
H 10.34 0.17 3.63
H 2.71 7.45 -4.55
H 8.66 0.01 4.20
H -2.86 -1.95 0.00
H -4.66 0.23 3.01
H 10.34 4.97 2.07
H 3.97 -1.95 0.27
H -3.05 3.30 -5.20
H -5.73 -1.41 5.13
H -2.75 6.18 -3.87
H -3.76 0.67 -3.78
H -2.56 5.36 -6.23
H 6.25 0.77 3.27
H 5.35 -2.07 6.35
H -4.84 -3.99 -0.18
H -1.83 -4.21 3.61
H 1.48 -0.01 2.21
H -2.40 -6.75 3.48
H -3.91 -6.24 1.28
H -6.99 1.70 -8.93
H 2.28 -1.68 -0.14
H -2.06 1.83 -5.23
H -3.60 -3.47 2.48
H -5.77 -4.58 1.18
H -5.16 -2.51 3.92
H 2.61 6.47 -6.03
H -7.26 -3.32 2.05
H -4.69 2.17 -3.70
H 3.54 -3.00 4.95
H 9.73 1.27 4.88
H -1.98 7.70 -4.34
H -3.53 6.83 -6.13
H -1.44 -1.86 -2.40
H -1.86 6.91 -6.71
H -3.08 2.10 -2.98
H 1.41 -4.71 0.91
H -7.48 2.14 -7.27
H -1.74 -6.70 1.87
H -4.99 -0.18 -1.28
H -7.58 -1.92 1.03
H -1.82 -0.35 -3.26
H -2.86 -3.96 0.97
H 10.58 3.42 -0.57
H -0.54 -0.39 -2.04
H -4.78 -1.86 1.66
H -0.91 -4.62 0.96
H -3.48 -1.04 3.30
H 11.76 3.40 0.75
H 0.21 -1.18 1.78
H 1.30 -3.75 3.80
H 0.75 -0.98 3.47
H -3.99 0.03 4.62
H -6.59 3.30 -8.28
H 2.90 -3.32 0.01
H -3.53 -2.16 -1.64
H 3.35 5.79 -4.56

Properties
Total charge: 0
HOMO level in eV: -8.473
HOMO-LUMO gap in eV: 9.047
Structure (SMILES): CCSC[C@@H](CCCCCCCC[Si](C)(C)c1ccccc1)OCCOC.CCOC(=O)OC.CCOC(=O)OC.CCOC(=O)OC
Total energy in a.u.: -2888.54725

=====

No. 3
Below is C28H43BrN2P2SSr as an isolated structure in a non-equilibrium geometry, with properties calculated with ωB97M-V with the def2-TZVPD basis set.

CARTESIAN COORDINATES (ANGSTROEM)
Sr 0.02 -0.18 0.14
Br -2.18 -0.56 1.44
S 2.13 1.78 4.59
P -1.14 2.02 -0.89
P -4.75 -3.59 -2.21
N 9.81 2.39 -5.55
N 0.86 0.85 2.54
C -4.31 -2.43 -3.61
C 1.79 0.45 -1.20
C -4.68 -2.45 -0.74
C 1.26 3.48 -0.08
C -5.51 -1.97 -4.45
C 6.36 1.67 -3.07
C 3.98 0.97 -2.65
C 8.66 3.02 -5.80
C -3.00 -5.79 -2.72
C 7.50 2.84 -5.03
C -5.55 -2.89 0.45
C -3.08 -4.42 -2.03
C 2.73 0.77 -3.27
C 5.14 1.25 -3.49
C 4.05 0.89 -1.24
C 0.22 3.18 -1.18
C 0.01 0.73 3.65
C -2.04 1.68 -2.42
C 0.52 1.17 4.84
C 2.91 0.61 -0.47
C 8.75 1.28 -3.70
C -2.23 4.09 0.71
C 9.86 1.53 -4.53
C 1.57 0.49 -2.53
C 7.53 1.94 -3.95
C -2.27 2.60 0.40
C 2.02 1.40 2.91
C -1.50 2.30 -3.71
H -6.04 -1.14 -3.97
H -1.86 1.73 -4.57
H -2.33 4.71 -0.19
H 10.80 1.02 -4.35
H -5.02 -3.62 1.07
H -3.06 4.35 1.38
H -2.17 0.58 -2.53
H -0.34 4.08 -1.44
H 8.65 3.72 -6.64
H 2.24 3.72 -0.51
H 6.55 1.82 -2.01
H -2.76 -5.69 -3.78
H -4.94 -1.43 -1.06
H -2.21 -6.41 -2.26
H -2.35 -3.73 -2.49
H -3.94 -6.34 -2.64
H -3.77 -1.57 -3.20
H -5.80 -2.03 1.09
H -5.18 -1.61 -5.44
H 1.40 2.63 0.59
H 2.65 0.83 -4.35
H -2.04 2.02 1.33
H -0.40 2.30 -3.75
H -3.63 -2.42 -0.43
H 0.96 4.34 0.54
H 0.72 2.83 -2.10
H -3.04 2.06 -2.19
H -2.83 -4.50 -0.96
H -1.85 3.33 -3.82
H -1.30 4.37 1.23
H 8.84 0.57 -2.88
H 0.02 1.15 5.80
H -0.98 0.31 3.57
H -6.49 -3.35 0.12
H 2.98 0.55 0.61
H -3.27 2.27 0.08
H -6.22 -2.78 -4.61
H 6.60 3.39 -5.29
H 2.87 1.66 2.28
H 4.99 1.04 -0.72
H 0.62 0.34 -3.02
H -3.60 -2.99 -4.25
H 4.97 1.10 -4.56

Properties
Total charge: +2
Relative energy (zero: lowest compared OMol25 entry of this formula, charge and spin) in eV: 4.570
HOMO level (spin up / spin down) in eV: -11.854 / -13.134
HOMO-LUMO gap (spin up / spin down) in eV: 2.019 / 3.371
Total energy in a.u.: -4887.13906

=====

No. 4
Below is the molecule C5H8N2 in a non-equilibrium geometry, with properties calculated with ωB97M-V with the def2-TZVPD basis set.

CARTESIAN COORDINATES (ANGSTROEM)
N 0.42 -0.30 0.29
N 0.77 2.95 -0.04
C 0.42 0.51 -0.87
C 1.58 -0.92 0.85
C 0.54 1.91 -0.50
C -0.74 -0.39 -0.52
C -2.02 0.16 0.08
H -2.69 0.53 -0.69
H 0.99 0.22 -1.76
H 1.33 -1.67 1.61
H 2.09 -0.11 1.38
H -0.88 -1.21 -1.23
H -2.54 -0.62 0.65
H -1.77 0.98 0.76
H 2.27 -1.35 0.11

Properties
Total charge: 0
Relative energy (zero: lowest compared OMol25 entry of this formula, charge and spin) in eV: 2.256
HOMO level in eV: -9.261
HOMO-LUMO gap in eV: 10.137
Structure (SMILES): C[C@H]1[C@@H](C#N)N1C
Total energy in a.u.: -304.75259